Molecular formula: C34H46ClF5OP4Tc
Method: DFT, ωB97M-V/def2-TZVPD

Structure (XYZ):
```
92
Properties=species:S:1:pos:R:3
P 1.416 1.145 -4.675
C 3.136 1.483 -4.675
C 3.841 0.835 -5.689
H 3.389 0.033 -6.256
C 5.147 1.211 -5.988
H 5.691 0.738 -6.793
C 5.716 2.262 -5.282
H 6.712 2.623 -5.526
C 5.042 2.906 -4.257
H 5.449 3.748 -3.695
C 3.748 2.507 -3.919
H 3.172 2.934 -3.109
C 1.013 -0.469 -5.200
C 1.849 -1.558 -4.904
H 2.789 -1.363 -4.373
C 1.437 -2.823 -5.312
H 2.086 -3.659 -5.034
C 0.298 -2.941 -6.118
H 0.053 -3.929 -6.488
C -0.477 -1.850 -6.482
H -1.320 -1.955 -7.173
C -0.119 -0.594 -6.019
H -0.688 0.283 -6.314
C 0.376 2.411 -5.265
C 0.809 2.934 -6.480
H 1.759 2.614 -6.910
C 0.042 3.861 -7.138
H 0.319 4.245 -8.110
C -1.159 4.297 -6.568
H -1.791 5.021 -7.039
C -1.606 3.777 -5.346
H -2.539 4.069 -4.850
C -0.868 2.797 -4.718
H -1.154 2.280 -3.798
Tc 0.294 0.261 -0.210
C -1.455 -1.056 -0.366
C -1.955 -1.510 -1.548
H -1.919 -1.382 0.587
C -1.187 -0.900 -2.759
O -2.105 -0.014 -3.444
H -1.727 0.183 -4.322
C -0.105 -0.061 -2.205
H -0.755 -1.643 -3.434
C 0.803 0.820 -1.959
Cl 2.112 1.721 0.418
P -1.334 2.165 -0.009
P 1.743 -1.739 -0.205
C -1.190 3.413 1.310
H -0.119 3.615 1.491
H -1.667 3.041 2.235
H -1.686 4.341 0.976
C -1.633 3.263 -1.436
H -2.361 2.803 -2.117
H -0.685 3.428 -1.969
H -2.027 4.230 -1.087
C -3.008 1.498 0.326
H -2.948 0.809 1.181
H -3.358 0.943 -0.555
H -3.702 2.319 0.556
C 2.616 -2.366 1.269
H 1.901 -2.581 2.072
H 3.340 -1.620 1.611
H 3.140 -3.287 0.994
C 0.830 -3.268 -0.639
H 0.379 -3.159 -1.633
H 0.031 -3.419 0.099
H 1.510 -4.131 -0.627
C 3.099 -1.696 -1.413
H 3.593 -0.711 -1.358
H 2.694 -1.839 -2.426
H 3.829 -2.490 -1.175
P -3.376 -2.653 -1.890
C -3.624 -3.462 -0.370
C -2.736 -3.647 -3.214
H -3.790 -2.773 0.465
H -2.809 -4.149 -0.134
H -4.543 -4.033 -0.566
H -2.413 -3.064 -4.086
H -3.601 -4.255 -3.489
H -1.921 -4.304 -2.890
C -4.610 -1.568 -2.511
H -4.983 -0.904 -1.727
H -5.389 -2.260 -2.824
H -4.235 -0.974 -3.350
H 1.655 1.573 -1.825
F -0.131 1.239 2.692
C 0.207 0.046 2.069
F 1.477 -0.197 2.565
C -0.710 -1.000 2.763
F -0.481 -1.103 4.095
F -2.020 -0.645 2.595
F -0.538 -2.242 2.206
```

Computed properties:
Largest force on an atom = 5.69 eV/Å
Gap between HOMO and LUMO (spin up / spin down) = 0.2946 / 0.2366 hartree
E_HOMO (spin up / spin down) = -12.9 / -13.5 eV
Total charge = +2
DFT total energy = -103499.260 eV
Energy above the lowest of the compared OMol25 structures with the same formula, charge and spin = 4.0764 eV
Multiplicity = 4

Atom charges from the Löwdin analysis, given in e for atoms 1 to 4: 1.19, -0.35, -0.09, 0.11



Molecular formula: C34H46N5O
Method: DFT, ωB97M-V/def2-TZVPD

Structure (XYZ):
```
86
Properties=species:S:1:pos:R:3
C -6.779 -2.941 2.369
N -6.464 -1.725 1.649
C -7.586 -0.997 1.097
C -5.180 -1.486 1.259
C -4.853 -0.431 0.364
C -3.544 -0.232 -0.032
C -2.477 -1.038 0.462
C -1.107 -0.717 0.198
C -0.056 -1.385 0.820
C 1.301 -0.988 0.997
C 2.269 -2.045 1.327
C 1.917 -3.417 1.213
C 2.831 -4.442 1.381
C 4.190 -4.163 1.674
N 5.137 -5.144 1.659
C 6.556 -4.842 1.713
C 4.813 -6.555 1.557
C 4.521 -2.813 1.976
C 3.571 -1.810 1.854
C 1.649 0.431 0.987
C 0.669 1.417 1.258
C 0.971 2.758 1.390
C 2.322 3.186 1.316
N 2.723 4.438 1.680
C 4.133 4.752 1.804
C 1.830 5.565 1.900
C 3.300 2.238 0.919
C 2.963 0.911 0.742
C -2.824 -2.118 1.327
C -4.124 -2.305 1.750
H -6.214 -2.983 3.309
H -7.847 -2.937 2.592
H -6.506 -3.833 1.782
H -7.447 0.094 1.167
H -7.771 -1.254 0.036
H -8.472 -1.274 1.675
H -5.647 0.223 -0.002
H -3.305 0.591 -0.705
H -0.914 0.151 -0.431
H -0.298 -2.349 1.266
H 0.913 -3.729 0.944
H 2.492 -5.461 1.221
H 6.751 -3.830 1.346
H 6.939 -4.921 2.744
H 7.098 -5.556 1.079
H 3.739 -6.716 1.659
H 5.135 -6.961 0.586
H 5.320 -7.123 2.350
H 5.537 -2.578 2.292
H 3.853 -0.814 2.180
H -0.358 1.118 1.438
H 0.183 3.465 1.633
H 4.646 3.970 2.374
H 4.620 4.842 0.820
H 4.223 5.699 2.348
H 0.790 5.246 2.061
H 2.179 6.104 2.797
H 1.862 6.272 1.043
H 4.335 2.552 0.793
H 3.743 0.229 0.420
H -2.058 -2.799 1.704
H -4.343 -3.081 2.483
C -0.627 4.613 -1.510
N -0.371 3.657 -2.576
C 0.365 4.173 -3.726
C -0.966 2.447 -2.467
C -0.801 1.477 -3.647
C -1.569 1.878 -4.935
C -2.312 0.592 -5.344
C -2.214 -0.381 -4.146
N -1.288 0.218 -3.255
O -1.598 2.160 -1.443
H -1.363 4.184 -0.824
H 0.305 4.820 -0.970
H -0.994 5.553 -1.941
H 0.975 3.392 -4.197
H -0.301 4.621 -4.479
H 1.028 4.963 -3.361
H 0.283 1.470 -3.885
H -2.282 2.700 -4.755
H -0.850 2.192 -5.704
H -3.355 0.796 -5.597
H -1.841 0.158 -6.227
H -3.235 -0.476 -3.722
H -1.909 -1.392 -4.449
H -0.927 -0.273 -2.457
```

Computed properties:
Largest force on an atom = 1.33 eV/Å
Gap between HOMO and LUMO = 0.2055 hartree
E_HOMO = -9.4 eV
Total charge = +1
DFT total energy = -45495.632 eV
Multiplicity = 1

Atom charges from the Löwdin analysis, given in e for atoms 1 to 4: -0.06, -0.18, -0.05, -0.21



Molecular formula: C34H46N6STi
Method: DFT, ωB97M-V/def2-TZVPD

Structure (XYZ):
```
88
Properties=species:S:1:pos:R:3
Ti -0.015 -0.063 0.789
C 4.295 -0.979 -0.465
C 2.858 -0.597 -0.375
N 2.257 -0.323 0.729
N 2.969 -0.346 1.901
C 2.325 -0.151 3.075
N 3.059 -0.144 4.174
S 0.643 0.070 3.167
C 1.989 -0.462 -1.573
C 2.411 -0.696 -2.858
C 1.510 -0.493 -3.907
C 0.229 -0.069 -3.626
C -0.134 0.123 -2.297
N 0.725 -0.072 -1.300
H 4.568 -1.676 0.330
H 4.930 -0.090 -0.393
H 4.522 -1.469 -1.406
H 3.974 -0.447 1.867
H 4.061 -0.258 4.174
H 2.605 -0.003 5.064
H 3.420 -1.017 -3.067
H 1.823 -0.663 -4.928
H -0.494 0.107 -4.410
H -1.130 0.444 -2.021
C -3.201 -1.871 -3.051
C -3.230 -1.847 -1.521
C -4.671 -1.897 -1.008
C -2.381 -2.957 -0.928
C -2.524 -4.265 -1.378
C -1.719 -5.277 -0.888
C -0.741 -4.993 0.053
C -0.569 -3.706 0.545
C 0.462 -3.443 1.628
C -0.154 -3.670 3.010
C 1.750 -4.247 1.457
C -1.427 -2.707 0.061
N -1.303 -1.373 0.567
C -2.278 -0.713 1.311
C -2.257 0.649 1.285
N -1.276 1.260 0.498
C -1.385 2.574 -0.052
C -0.301 3.452 0.103
C -0.415 4.732 -0.422
C -1.558 5.133 -1.092
C -2.598 4.238 -1.265
C -2.533 2.941 -0.768
C -3.687 1.995 -1.058
C -3.938 1.867 -2.563
C -4.963 2.434 -0.335
C 0.987 3.099 0.827
C 1.180 3.954 2.080
C 2.199 3.186 -0.105
H -3.702 -0.989 -3.451
H -3.719 -2.744 -3.449
H -2.177 -1.897 -3.433
H -2.793 -0.897 -1.201
H -5.151 -2.831 -1.306
H -5.256 -1.074 -1.424
H -4.718 -1.833 0.080
H -3.271 -4.492 -2.128
H -1.845 -6.291 -1.244
H -0.112 -5.795 0.415
H 0.764 -2.390 1.593
H -0.482 -4.706 3.115
H -1.023 -3.028 3.168
H 0.571 -3.463 3.800
H 1.591 -5.312 1.623
H 2.491 -3.925 2.192
H 2.171 -4.127 0.456
H -2.948 -1.298 1.929
H -2.901 1.264 1.901
H 0.402 5.433 -0.300
H -1.633 6.138 -1.485
H -3.482 4.550 -1.807
H -3.428 1.001 -0.696
H -4.290 2.805 -2.993
H -4.703 1.114 -2.753
H -3.031 1.580 -3.102
H -5.285 3.418 -0.678
H -4.818 2.496 0.745
H -5.775 1.732 -0.530
H 0.951 2.064 1.192
H 1.265 5.010 1.823
H 2.092 3.667 2.607
H 0.337 3.843 2.763
H 2.353 4.205 -0.459
H 2.070 2.553 -0.987
H 3.111 2.884 0.418
```

Computed properties:
Largest force on an atom = 0.78 eV/Å
Gap between HOMO and LUMO = 0.2358 hartree
E_HOMO = -13.4 eV
Total charge = +2
DFT total energy = -78885.708 eV
Energy above the lowest of the compared OMol25 structures with the same formula, charge and spin = 0.0000 eV
Multiplicity = 1

Atom charges from the Löwdin analysis, given in e for atoms 1 to 4: 0.85, 0.03, -0.20, 0.01



Q: What is the total charge in the second record?
A: +1



Q: Look up the multiplicity of the third one.
A: 1



Q: Look up the total charge of the first one.
A: +2